Entry 1:
Formula: C2H5NO2
Source: the Open Molecules 2025 dataset
Level of theory: wB97M-V/def2-TZVPD

Computed properties:
* maximum force: 3.84 eV/A
* HOMO: -0.35803 hartree
* SMILES: NCC(=O)O
* DFT total energy: -284.43379 Eh
* ΔE to the lowest compared entry with this formula, charge and spin: 88.15 kJ/mol

```
! RIJCOSX wB97M-V def2-TZVPD def2/J DEFGRID3
* xyz 0 1
N -0.39 0.18 -1.88
C 0.66 0.13 -0.76
C 0.15 -0.10 0.65
O 1.00 -0.36 1.54
O -1.18 -0.01 0.69
H -0.31 1.07 -2.30
H -1.32 0.20 -1.52
H 1.38 -0.65 -1.00
H 1.31 0.97 -0.69
H -1.70 -0.12 1.49
*
```

---

Entry 2:
Formula: C45H29AsF6N11OTa
Source: the Open Molecules 2025 dataset
Level of theory: wB97M-V/def2-TZVPD

Computed properties:
* expectation value of S²: 0.8087
* maximum force: 0.88 eV/A
* HOMO (alpha / beta): -0.52532 / -0.52533 hartree
* DFT total energy: -5301.18484 Eh
* ΔE to the lowest compared entry with this formula, charge and spin: 106.94 kJ/mol

```
! RIJCOSX wB97M-V def2-TZVPD def2/J DEFGRID3
* xyz 3 2
Ta 0.02 -0.10 0.05
C 2.65 2.17 5.71
C 3.77 2.42 4.91
C 3.78 2.09 3.56
C 2.65 1.48 3.05
C 2.34 1.03 1.72
N 1.05 0.48 1.72
C 0.54 0.58 3.02
N -0.63 0.16 3.42
C -1.47 -0.55 2.68
C -2.75 -1.02 3.11
C -3.45 -0.81 4.29
C -4.69 -1.43 4.40
C -5.20 -2.24 3.39
C -4.50 -2.45 2.21
C -3.27 -1.83 2.08
C -2.31 -1.83 1.01
N -2.43 -2.50 -0.11
C -1.61 -2.43 -1.13
N -0.49 -1.60 -1.23
C 0.10 -1.82 -2.47
N 1.20 -1.24 -2.93
C 1.96 -0.41 -2.25
N 1.81 -0.08 -0.90
C 2.90 0.71 -0.52
N 3.15 1.14 0.69
C 3.71 0.96 -1.69
C 4.85 1.73 -1.86
C 5.37 1.81 -3.15
C 4.79 1.13 -4.22
C 3.65 0.34 -4.04
C 3.13 0.27 -2.77
C -0.67 -2.79 -3.19
C -0.53 -3.31 -4.47
C -1.49 -4.22 -4.89
C -2.53 -4.62 -4.05
C -2.67 -4.11 -2.77
C -1.73 -3.18 -2.35
N -1.22 -1.02 1.38
C 1.53 1.22 3.85
C 1.50 1.57 5.19
H 2.67 2.45 6.75
H 4.63 2.90 5.36
H 4.64 2.29 2.93
H -3.05 -0.18 5.07
H -5.28 -1.28 5.30
H -6.17 -2.71 3.52
H -4.89 -3.08 1.42
H 5.30 2.26 -1.03
H 6.25 2.42 -3.33
H 5.22 1.22 -5.21
H 3.19 -0.19 -4.87
H 0.29 -3.00 -5.11
H -1.42 -4.64 -5.89
H -3.25 -5.34 -4.42
H -3.48 -4.42 -2.12
H 0.63 1.39 5.81
C 7.79 -0.35 2.79
C 7.23 -1.59 2.15
C 6.36 -1.54 1.07
C 5.84 -2.68 0.48
C 6.17 -3.94 0.98
N 5.68 -5.16 0.45
C 4.79 -5.42 -0.55
O 4.87 -6.37 -1.29
N 3.70 -4.53 -0.68
C 2.98 -3.88 0.31
C 3.11 -4.14 1.68
C 2.33 -3.41 2.56
C 1.48 -2.44 2.09
N 1.36 -2.18 0.79
C 2.08 -2.90 -0.08
C 7.06 -4.01 2.04
C 7.58 -2.86 2.62
H 7.42 0.55 2.30
H 8.88 -0.34 2.73
H 7.55 -0.30 3.85
H 6.11 -0.56 0.66
H 5.21 -2.59 -0.39
H 6.25 -5.98 0.65
H 3.25 -4.64 -1.58
H 3.77 -4.91 2.03
H 2.39 -3.61 3.63
H 0.87 -1.86 2.77
H 1.96 -2.69 -1.13
H 7.37 -4.98 2.42
H 8.27 -2.95 3.44
F -0.54 0.97 -2.00
As -1.28 2.45 -1.25
F -2.62 2.27 -2.22
F -0.34 3.42 -2.22
F -1.87 3.57 -0.17
F 0.18 2.16 -0.14
F -1.88 1.08 -0.12
*
```

---

Entry 3:
Formula: CH4BrN2
Source: the Open Molecules 2025 dataset
Level of theory: wB97M-V/def2-TZVPD

Computed properties:
* maximum force: 5.47 eV/A
* HOMO (alpha / beta): -0.55944 / -0.55943 hartree
* DFT total energy: -2723.58003 Eh
* ΔE to the lowest compared entry with this formula, charge and spin: 533.26 kJ/mol

```
! RIJCOSX wB97M-V def2-TZVPD def2/J DEFGRID3
* xyz 1 1
C -0.57 -0.24 0.07
N -0.06 -1.41 0.03
N 1.18 1.50 -0.09
Br -2.34 0.28 -0.06
H 1.01 -1.49 0.04
H -0.61 -2.40 0.06
H 0.67 1.86 0.82
H 0.72 1.90 -0.87
*
```

---

Entry 4:
Formula: C41H29AsCl5F4MgN6O2S6
Source: the Open Molecules 2025 dataset
Level of theory: wB97M-V/def2-TZVPD

Computed properties:
* maximum force: 0.88 eV/A
* HOMO (alpha / beta): -0.17384 / -0.17393 hartree
* DFT total energy: -9584.36300 Eh

```
! RIJCOSX wB97M-V def2-TZVPD def2/J DEFGRID3
* xyz -1 1
Mg -0.09 -0.36 0.02
Cl -5.38 1.15 -4.49
C -3.94 1.14 -3.54
C -3.30 -0.06 -3.24
Cl -3.92 -1.55 -3.85
C -2.15 -0.05 -2.47
Cl -1.30 -1.52 -2.13
C -1.58 1.13 -1.92
O -0.53 1.11 -1.19
C -2.24 2.32 -2.29
Cl -1.53 3.81 -1.78
C -3.39 2.33 -3.07
Cl -4.16 3.83 -3.45
C 0.71 0.10 -4.62
S 2.23 -0.82 -4.96
C 3.41 0.28 -4.28
C 3.58 0.52 -2.96
S 2.79 -0.17 -1.61
S 4.78 1.76 -2.63
C 5.27 2.12 -4.25
S 6.45 3.22 -4.64
S 4.39 1.21 -5.40
H -0.13 -0.54 -4.89
H 0.68 1.02 -5.20
H 0.67 0.33 -3.55
C 0.93 3.96 1.02
As -0.65 3.88 2.12
C -0.03 4.52 3.84
C -1.82 5.29 1.52
S -1.53 2.01 2.23
H 1.31 4.98 0.97
H 0.69 3.59 0.03
H 1.69 3.30 1.45
H 0.26 5.57 3.78
H 0.83 3.92 4.16
H -0.83 4.40 4.56
H -1.29 6.24 1.53
H -2.67 5.33 2.19
H -2.16 5.05 0.51
N 0.94 -2.18 0.05
C 1.62 -3.19 0.30
C 1.77 -4.25 -0.74
C 1.51 -5.57 -0.40
C 1.61 -6.55 -1.38
C 1.97 -6.20 -2.68
C 2.22 -4.88 -3.00
C 2.11 -3.89 -2.04
C 2.29 -3.32 1.63
C 1.74 -2.69 2.75
C 2.38 -2.77 3.97
C 3.57 -3.47 4.09
C 4.12 -4.09 2.98
C 3.48 -4.02 1.75
H 1.21 -5.83 0.61
H 1.39 -7.58 -1.13
H 2.05 -6.97 -3.43
H 2.50 -4.60 -4.01
H 2.30 -2.84 -2.28
H 0.80 -2.16 2.66
H 1.93 -2.30 4.84
H 4.07 -3.54 5.05
H 5.05 -4.64 3.06
H 3.90 -4.50 0.88
C 3.40 0.79 4.04
N 2.97 0.49 2.69
C 3.95 -0.10 1.79
C 1.72 0.70 2.32
O 1.27 0.42 1.21
H 4.24 1.49 4.02
H 3.72 -0.13 4.54
H 2.59 1.23 4.61
H 4.27 -1.07 2.18
H 4.82 0.56 1.73
H 3.53 -0.20 0.80
H 1.06 1.15 3.08
F -1.99 -4.91 5.02
C -2.57 -3.72 5.27
C -3.08 -3.52 6.51
F -2.98 -4.51 7.40
C -3.70 -2.30 6.90
C -3.74 -1.32 5.87
C -3.23 -1.54 4.63
F -3.35 -0.57 3.72
C -2.59 -2.75 4.25
C -2.03 -2.95 2.96
C -1.88 -1.93 2.01
N -1.65 -1.21 1.13
C -1.45 -4.17 2.52
N -0.97 -5.12 2.08
F -4.33 -0.15 6.11
C -4.21 -2.07 8.20
C -4.77 -0.83 8.61
N -5.22 0.15 9.03
C -4.21 -3.06 9.23
N -4.24 -3.80 10.11
*
```